(1)
# C6H9N

The molecule C6H9N (ωB97M-V/def2-TZVPD, the OMol25 dataset).

Calculated values
* energy above the lowest of the compared OMol25 structures with the same formula, charge and spin: 517.4 kJ/mol
* calculated total energy: -7852.797 eV
* orbital gap: 8.886 eV
* HOMO energy: -7.74 eV
* SMILES string: C[C@]12C[C@H]1[C@H]1N[C@H]12
* largest force on an atom: 3.1 eV/Å

```
16
C6H9N, DFT ωB97M-V/def2-TZVPD
C -0.10641 1.32206 -0.40187
N 1.16760 -0.53048 -1.63692
H -2.02556 0.27597 -1.03117
H 1.89359 -0.71948 -2.32542
H -0.37651 -0.67647 2.50770
H 0.63227 0.78433 2.52024
H 1.11792 -1.86413 0.49916
C -0.22802 0.30109 2.03406
C -0.00670 0.17407 0.56028
H -1.10652 0.91565 2.25383
C -0.95261 0.20884 -0.89080
H -0.68164 2.16847 -0.01451
H 0.77268 1.62761 -0.96431
C -0.13291 -1.03542 -1.29222
C 0.61247 -1.04944 -0.02588
H -0.57966 -1.90268 -1.79218
```



(2)
# C22H24BIMgN6O2S2

A structure of composition C22H24BIMgN6O2S2 (ωB97M-V/def2-TZVPD, the OMol25 dataset).

Calculated values
* energy above the lowest of the compared OMol25 structures with the same formula, charge and spin: 4.6 kJ/mol
* calculated total energy: -72137.662 eV
* orbital gap: 7.662 eV
* HOMO energy: -7.93 eV
* largest force on an atom: 0.1 eV/Å

```
59
C22H24BIMgN6O2S2, DFT ωB97M-V/def2-TZVPD
C 3.44200 -3.39393 0.79013
H -2.34631 4.94947 -1.00965
C 1.33876 -3.49407 -3.42167
H 2.66852 2.29769 2.94497
I -1.47770 -0.87241 -2.61414
H 1.66608 -0.37690 2.94994
C -0.91520 2.89241 1.00028
C 1.90003 -1.69789 -2.28322
C 1.27501 3.51319 1.86237
H 0.87596 -1.76635 3.71834
H 4.21656 -3.89993 0.24387
H 1.09519 -4.53132 -3.56594
C -4.97780 -0.92847 0.74055
C 2.67243 3.11164 2.21762
C 3.49684 -2.68186 1.93577
S -0.29431 -2.35319 1.11900
H 0.56679 -4.51572 -0.85513
H -3.43357 4.21857 1.47961
C -1.91030 1.95192 0.55165
C -2.85837 -0.06572 -0.04091
C -4.08253 -1.69516 -1.34785
C 1.39480 -2.70036 1.21572
H -3.75893 0.46519 1.82286
H -4.15040 -2.31423 -2.23155
H 2.95201 0.35532 -3.81781
H 2.59037 -1.42795 4.05212
H -0.61194 6.15632 1.87525
H -5.74673 -0.95495 1.50097
C -2.98068 -0.87632 -1.16526
C -0.36164 5.11406 1.71302
H -2.73885 5.80542 1.18350
N 2.13785 -3.40463 0.35028
H 3.20118 3.96934 2.62545
H 1.21156 0.64456 -3.79585
C 1.80882 -1.40151 3.29647
Mg 0.21368 -0.18706 0.13684
H 1.28748 -2.46210 -5.38070
C 1.99031 -0.03642 -4.13952
C -2.67552 4.75078 0.90120
H 3.19725 2.73573 1.33710
N -1.70688 0.73548 0.16544
H -2.93983 2.30714 0.55282
C -5.08789 -1.71911 -0.39316
O 0.86960 1.31459 1.15307
C -1.29372 4.24541 1.21942
N 0.90132 4.75224 2.03937
H -5.94527 -2.36356 -0.53174
N 1.78680 -1.36579 -3.59691
S 2.31309 -0.50957 -1.09709
H 2.49776 -4.88703 -1.27590
N 2.21075 -2.25799 2.19555
C 1.43072 -2.48606 -4.31541
H 4.31864 -2.44187 2.58559
N 1.63686 -3.00520 -2.16934
B 1.67196 -4.05957 -0.96911
C 0.40369 2.50419 1.31335
H 1.96433 -0.10482 -5.22461
O -3.04004 4.56497 -0.46346
C -3.87057 -0.11666 0.91643
```



(3)
# H41O21

A cluster of 21 separate species, H41O21 in total (ωB97M-V/def2-TZVPD, the OMol25 dataset).

Calculated values
* energy above the lowest of the compared OMol25 structures with the same formula, charge and spin: 180.7 kJ/mol
* calculated total energy: -43666.500 eV
* orbital gap: 10.354 eV
* HOMO energy: -8.03 eV
* largest force on an atom: 2.6 eV/Å
* charge: -1

```
62
H41O21, DFT ωB97M-V/def2-TZVPD
O -2.26286 4.48935 0.06529
H 1.28873 -0.45381 3.09392
H -3.10304 4.06820 -0.17790
O 0.26893 2.77118 3.09278
H 2.78849 -1.56971 -2.59324
H 2.28367 -1.48232 -4.68417
H -3.66771 1.67352 -0.95486
O 2.62211 2.31624 0.68349
H -2.19745 -0.20297 1.01998
H -1.25774 -3.74524 -3.95133
H -0.53883 2.77994 -0.98897
H -2.00428 2.27732 -2.65072
H -5.12572 2.27839 -1.03653
O -0.82907 3.15434 -1.81245
O 0.71677 -3.89397 2.45805
H 1.92540 0.50179 -0.37959
H 1.67970 -2.76945 2.54930
O 2.23174 -1.93043 2.82262
O -1.65040 -0.23554 1.81454
O -0.92536 -2.60404 1.11274
H 2.28681 2.00293 1.52636
H -0.03769 -0.08135 2.39992
O 2.14088 1.64336 -3.39761
H 1.87826 2.52824 0.11605
O 3.01115 -0.35424 0.61345
O -0.50734 -2.29812 -1.26359
H -0.64633 2.84226 1.91976
H -1.73739 -3.05090 1.34105
H -1.90629 -1.00535 3.87300
H 1.21903 1.77916 -3.12598
H -1.23891 4.00588 -1.67053
H -1.04035 1.52350 1.53855
O 2.81603 -1.87128 -1.68429
H 2.35380 1.01685 -2.69877
O -0.31328 -0.22117 -2.88662
O -0.78564 -4.18878 -3.24734
H -0.55305 -2.38798 -0.21535
H 3.58357 0.30246 1.03421
H 2.36027 -2.16595 3.74819
H 2.85802 -1.10482 1.20135
O 1.08020 0.84310 -0.76746
H 0.00185 -3.30896 1.98417
H -1.32262 -1.27778 1.51508
O -2.82675 1.72980 -2.40782
H 0.47202 0.82210 0.00807
H -2.48013 0.87523 -2.68357
H 2.51433 -1.08165 -1.19090
H -0.70293 -1.02942 -2.42205
H 0.01184 1.84664 3.14833
O 0.61616 0.23503 3.02078
H 0.98177 -4.38050 1.66954
H -0.99030 -3.65229 -2.47385
O -4.43073 2.02458 -0.43976
H 1.04112 -1.99867 -4.34331
H -0.77197 -1.82751 4.39104
O 1.96513 -2.24029 -4.19319
H 0.47084 -2.21355 -1.31829
O -1.63362 -1.45873 4.67585
O -1.01272 2.40204 1.10014
H -1.81833 3.76677 0.62918
H 0.26384 0.16806 -2.20363
H 0.58644 3.41850 3.69689
```



(4)
# C48H68BrInO6Te

A structure of composition C48H68BrInO6Te (ωB97M-V/def2-TZVPD, the OMol25 dataset).

Calculated values
* energy above the lowest of the compared OMol25 structures with the same formula, charge and spin: 62.7 kJ/mol
* calculated total energy: -145674.683 eV
* orbital gap: 7.903 eV
* HOMO energy: -7.75 eV
* largest force on an atom: 2.9 eV/Å

```
125
C48H68BrInO6Te, DFT ωB97M-V/def2-TZVPD
H 4.91183 3.72738 0.79135
H -3.25173 -1.22677 3.90115
C 5.67085 0.16272 -2.69623
H 3.12558 -2.67426 2.57342
H 5.72980 2.18292 0.96691
Br -0.95826 -4.12126 3.54576
C -3.20565 -0.26256 -0.23636
H -4.64046 -1.75720 -5.97608
H 6.52348 3.55404 1.60393
Te -7.87109 -3.44571 2.72326
C -4.27884 -1.71557 -4.97536
C 4.00301 -1.04418 -0.30081
C -0.03598 1.49640 3.37327
C 2.16091 -2.58265 0.08584
H 5.11827 4.89620 3.35644
H -2.73696 2.15948 -1.22687
H -0.87858 5.67875 0.87363
C -0.90061 4.22733 -0.75853
C 2.42178 -1.57725 -2.02080
C 3.82696 1.57818 -2.05679
H -2.95409 -3.94752 1.76856
H -0.16611 6.16474 -0.71297
C 3.70942 1.89505 2.76194
C 3.10215 -0.45983 2.51359
H -0.83249 -2.95235 -4.13914
H 2.10675 3.22760 2.98089
C 5.53178 3.10746 1.44970
H -3.10564 0.93028 -4.98076
H -9.53386 -1.63790 1.58765
H -9.56049 -3.78666 4.77467
O 0.28639 -0.83922 5.88167
C 5.79878 2.32671 3.91803
H -3.40088 0.56781 3.91374
C -2.10548 4.70283 -1.59609
H -0.10126 2.38993 3.98699
H 4.11151 1.84266 -1.02758
H -2.92599 -3.21490 0.40586
H 3.85002 4.13908 4.30277
H -1.06543 -2.35971 -5.92220
In -0.45897 -2.19259 1.97860
C -9.62915 -2.69023 1.73909
H 0.57408 -1.65484 6.34388
C -0.86861 1.64124 2.09261
H -4.42847 -2.62450 -4.40748
C 1.40704 1.12199 2.99983
C -2.19544 2.01862 -0.30708
C 1.96538 -4.69633 1.16986
C 1.76297 -0.16131 2.76703
H 0.48383 -0.90624 4.93864
H 3.57348 4.60772 2.53222
H 5.08808 0.26782 2.42773
C 0.13211 3.73359 -1.71818
C 3.64358 0.08738 -4.01476
C -0.62318 2.77100 1.33371
C -1.75149 0.68235 1.60937
C 4.13510 0.17849 -2.54800
C 3.55404 -1.83984 2.05299
H 4.16984 0.76985 -4.67329
H 6.68247 2.92102 4.05401
H 6.04156 1.09592 -3.10948
C 2.33824 2.15099 2.89284
C -3.21905 -0.34557 3.24397
H -2.97709 4.88869 -1.00521
H -2.50657 -3.38360 -5.94917
C 0.55894 -3.25271 -1.81563
H -0.55067 0.72160 4.00252
H 0.25231 -4.00418 -1.11487
H -2.34186 3.90087 -2.27693
H -9.75091 -5.17879 3.58863
H 6.15828 1.42481 3.40739
H -9.59444 -3.13340 0.71621
H 1.34712 -5.28707 1.81930
O -0.58647 -1.67107 0.07208
O -3.00179 -3.07944 1.34521
C 3.27690 -1.87126 0.58022
H 5.94919 -0.71085 -3.25377
H 4.66064 -1.87434 2.14157
H -8.35253 -5.16557 4.62827
H -4.00875 0.25039 -0.71066
H 0.61826 4.50672 -2.27396
C 1.74408 -2.47525 -1.24103
C -2.83016 -0.85035 -2.59964
H -3.61240 -0.18611 -2.85048
C -2.17769 -2.30277 -6.05839
C -9.10874 -4.51936 4.13762
H -2.40085 -1.89310 -7.02502
H 5.27796 2.08686 4.89810
C 4.26315 4.23881 3.26109
H 2.06979 -1.45181 -3.03449
O 1.36867 -3.34645 1.03221
H -3.65208 -0.97577 0.42045
H 4.31139 2.31035 -2.69108
C -2.82610 -1.32883 -5.05808
C -2.58728 0.07572 -5.54993
H 4.76038 -0.45513 0.14352
O -2.00041 -0.39979 2.45427
C 4.83353 2.89017 2.83858
C -2.26684 -1.54788 -3.67233
H -1.52858 0.27334 -5.47222
C 4.02680 0.53592 2.57091
H -4.08916 -0.42444 2.56612
C -1.24796 -1.74582 -1.05669
C -1.30420 3.01004 0.13759
C 3.55848 -0.85648 -1.61776
H -2.99506 0.10286 -6.51041
H 0.81230 -3.63560 -2.79073
H -0.27418 2.96470 -2.44960
C -1.21803 -2.37217 -3.38556
H -4.93348 -0.94106 -4.50411
C -0.27927 5.35184 0.03753
C -2.43641 0.85574 0.40417
H 0.23913 3.39053 1.61082
C -2.40410 -0.95230 -1.28732
H 6.19440 0.11118 -1.69256
O 0.89652 -1.14009 3.01829
H 0.69853 5.03689 0.46849
H 3.85424 -0.87925 -4.46184
H -1.79439 5.59056 -2.19579
H 2.55553 0.48746 -4.10872
H 0.94407 3.20139 -1.17165
H 1.96967 -5.10274 0.14889
H -10.48588 -2.83808 2.37046
H 2.78743 1.79282 -2.20573
C -0.69644 -2.44998 -2.07845
H 2.97626 -4.60595 1.53672
```